# 1
DFT (ωB97M-V/def2-TZVPD) results for 3 unconnected molecules or ions with the total composition C19H36Br2FN8O7S at a distorted geometry.

## Properties
- net charge = +1
- LUMO (eV) = -3.16
- 2S+1 = 1
- strongest force on any atom (eV/Å) = 6.63
- E_HOMO (eV) = -11.98
- orbital gap (hartree) = 0.324

```
74
Properties=species:S:1:pos:R:3:forces:R:3:lowdin_charge:R:1
C 2.14372 -3.70882 2.16860 -0.22 0.20 0.04 -0.09
C 1.57439 -2.21137 2.53108 0.69 -1.34 0.31 -0.19
C 1.26997 -1.49501 1.13336 -2.57 -2.46 0.80 -0.17
C 0.06268 -2.33937 0.39056 2.23 0.11 -0.41 -0.24
N -1.12383 -2.66975 1.24009 0.22 -5.33 -0.35 0.07
C -1.35282 -3.96862 1.26164 -2.67 2.81 -1.83 -0.60
S -2.16531 -5.38944 0.88275 2.68 3.53 1.48 0.70
C -0.14089 -1.27659 -0.85256 -1.36 -5.19 0.54 -0.18
C -1.25543 -2.01654 -1.74057 -0.05 0.44 -1.55 -0.05
C -0.58496 -2.40458 -3.19163 -2.30 -0.24 0.13 -0.61
N -1.72373 -2.85747 -4.08713 0.70 0.52 0.89 0.04
N 0.30327 -3.59250 -3.03634 -0.81 0.14 0.19 0.08
N 0.03827 -1.24024 -3.87770 -0.77 -0.06 0.14 0.08
N -0.43091 -0.03346 -0.08741 -0.46 0.01 0.84 0.00
C -0.76851 1.25614 -0.77521 -0.11 1.88 -3.18 -0.13
C -2.31251 1.42603 -1.19742 -0.21 1.07 0.86 -0.12
C -3.32302 1.57983 0.07159 -1.61 0.62 -1.99 -0.22
O -3.78138 0.29831 0.59266 0.64 0.67 -0.67 -0.10
C 0.60533 -0.03576 1.05478 1.43 2.27 2.25 -0.24
C -0.35338 0.46483 2.28766 -1.70 -2.59 4.48 -0.32
O -0.80967 -0.30074 3.18051 2.07 2.59 -4.19 0.10
N -0.80400 1.90054 2.38335 0.67 -0.51 1.99 0.14
C -1.71715 2.07219 3.53300 -5.57 -1.29 1.21 -0.33
O -2.92833 1.73116 3.53829 6.39 1.75 -0.42 0.12
F -1.23307 2.70509 4.72187 -0.08 -1.29 -3.32 0.06
C 1.75779 1.09004 1.07997 0.90 0.05 -1.52 -0.54
Br 2.47064 1.15468 2.97433 -0.56 0.00 -1.07 0.86
C 3.04021 0.81265 0.15706 1.90 0.75 1.47 -0.72
C 4.18648 1.96088 0.38898 0.36 -0.99 -0.59 -0.19
Br 2.68698 0.78897 -1.79944 -0.30 -0.13 0.87 0.74
H 2.99554 -4.01825 2.88728 -1.68 0.42 -1.08 0.09
H 2.58031 -3.77681 1.11137 -0.55 0.21 1.40 0.08
H 1.25352 -4.43901 2.21292 1.62 0.88 0.05 0.07
H 0.64408 -2.40328 3.18233 1.39 0.83 -1.20 0.11
H 2.38475 -1.72924 3.17569 -1.33 -0.27 -1.13 0.08
H 2.14986 -1.77824 0.45946 -1.09 1.52 0.78 0.14
H 0.40598 -3.37911 0.02039 0.17 2.19 0.03 0.14
H 0.84868 -1.41207 -1.40695 -1.28 1.51 0.83 0.13
H -1.60960 -3.03646 -1.31243 0.72 1.95 -0.34 0.11
H -2.20646 -1.42282 -1.96044 1.43 -0.56 0.46 0.11
H -2.35569 -2.04891 -4.26131 0.51 -1.06 0.33 0.09
H -2.23059 -3.63537 -3.63945 0.07 0.68 -0.39 0.08
H -0.29604 -4.44406 -3.08196 0.71 0.88 -0.11 0.09
H 0.74896 -3.63346 -2.10730 -0.21 0.23 -0.69 0.06
H -0.35746 -1.16619 -4.84067 0.69 -0.41 0.98 0.09
H -0.19460 -0.33923 -3.43335 0.10 -0.76 -0.06 0.05
H -1.30493 -0.20998 0.47322 0.34 -0.52 -0.88 0.17
H -0.16399 1.28154 -1.76759 -0.77 -0.06 1.89 0.10
H -0.48357 2.20803 -0.20011 -0.30 -1.92 -0.44 0.14
H -2.37551 2.45441 -1.73835 0.35 -1.73 0.87 0.14
H -2.69529 0.66190 -1.95666 0.64 0.90 1.26 0.11
H -2.93467 2.29525 0.87535 -0.36 -1.56 -0.94 0.11
H -4.27462 2.09732 -0.37469 1.81 -0.64 0.77 0.12
H -4.44552 -0.05003 -0.04568 0.69 0.41 0.71 0.10
H -0.00511 2.52712 2.57613 -0.20 -0.43 -0.45 0.11
H 1.41200 2.15970 0.86945 0.29 -1.64 0.25 0.10
H 3.59292 -0.17826 0.39903 -1.39 1.60 -0.39 0.11
H 4.78751 1.78025 1.36896 -1.66 0.46 -1.82 0.05
H 4.95222 1.77326 -0.46510 -1.33 0.47 1.43 0.07
H 3.77786 3.02429 0.28581 0.48 -1.54 0.26 0.10
C -8.10000 3.26219 -0.34677 -0.11 0.32 0.17 0.05
N -7.14633 2.64740 -1.30738 0.11 -0.08 -0.21 -0.45
O -6.20930 3.33518 -1.68787 -0.32 -0.55 0.13 0.04
O -7.37013 1.49578 -1.64667 0.34 0.64 0.16 0.06
H -7.77850 4.28091 -0.13612 0.03 -0.19 -0.11 0.10
H -9.08496 3.25682 -0.81275 0.11 -0.14 0.09 0.11
H -8.08783 2.65832 0.56023 -0.09 -0.03 -0.18 0.10
C 8.33793 2.82052 0.25034 0.26 0.12 -0.21 0.05
N 7.51989 1.66377 0.70028 0.12 -0.38 -0.06 -0.43
O 7.69465 0.59760 0.13220 -0.38 0.56 0.47 0.08
O 6.72845 1.86699 1.61063 0.84 -0.21 -0.27 0.01
H 8.99128 2.49530 -0.55768 -0.16 -0.05 0.15 0.10
H 7.65191 3.59357 -0.09522 0.06 -0.05 0.18 0.10
H 8.92158 3.16229 1.10469 -0.19 0.03 -0.05 0.11
```
Positions in Å, forces in eV/Å.

***

# 2
DFT (ωB97M-V/def2-TZVPD) results for 2 unconnected molecules or ions with the total composition C19H36Br2N6O4PS at a distorted geometry.

## Properties
- net charge = +1
- LUMO (eV) = -4.01
- 2S+1 = 1
- strongest force on any atom (eV/Å) = 2.27
- E_HOMO (eV) = -11.20
- orbital gap (hartree) = 0.264

```
69
Properties=species:S:1:pos:R:3:forces:R:3:lowdin_charge:R:1
C -3.54134 1.24200 1.17226 0.12 0.07 -0.12 0.05
C -2.90237 2.26047 1.71247 -0.30 -0.40 -0.11 -0.20
N -1.95669 3.02149 0.90909 0.53 0.11 0.84 -0.09
C -2.11244 4.49141 1.15532 0.38 -0.24 -0.59 -0.18
C -3.01651 5.22772 0.15807 -0.40 0.28 0.46 -0.72
C -3.77178 6.33202 0.88846 0.37 -0.17 -0.26 -0.14
Br -4.27418 4.08000 -0.77480 0.01 -0.03 -0.11 0.75
C -0.64044 2.70343 1.24831 -0.46 0.22 0.06 -0.43
N -0.19544 2.90870 2.56219 0.81 -0.54 -0.69 0.01
P -0.19790 1.56941 3.61854 -1.32 0.21 1.83 0.39
N -1.34222 1.60827 4.64575 0.51 -0.36 -0.31 -0.13
O -0.33176 0.35673 2.59763 0.39 0.13 -0.36 -0.15
O 1.27785 1.56246 4.23005 0.07 0.17 -0.80 -0.13
N 0.12327 2.28772 0.29281 0.31 0.35 0.06 -0.34
Br 1.92288 1.95796 0.62064 -0.10 -0.11 -0.05 0.99
C -0.32982 2.03156 -1.08753 -0.01 -0.39 -0.50 -0.17
C -0.58180 0.52289 -1.30827 0.39 0.54 -0.33 -0.16
C 0.58583 -0.10774 -2.08826 0.09 -0.28 0.24 -0.21
C 0.95568 -1.54925 -1.74719 -1.03 0.01 -0.22 -0.21
C -0.21970 -2.53346 -1.84801 0.35 0.47 0.11 -0.21
C 0.31456 -3.95891 -1.93859 -0.24 0.30 -0.13 -0.25
C -0.73650 -5.03758 -2.14138 0.28 0.19 -0.15 -0.46
S -1.65073 -5.58964 -0.68021 -0.08 -0.23 -0.12 1.00
C -2.56742 -4.18068 -0.23246 0.20 -0.09 -0.08 -0.71
N -3.52194 -3.54438 -0.82047 0.18 0.01 0.20 0.08
N -3.85513 -2.48399 0.02315 0.15 0.10 0.13 0.06
C -3.08721 -2.59399 1.04808 0.07 -0.13 -0.22 -0.21
O -2.23684 -3.63390 0.97198 -0.18 0.16 0.00 0.01
H -4.45153 0.87378 1.61732 0.25 -0.57 0.35 0.08
H -3.18343 0.81582 0.24783 -0.48 0.16 -0.44 0.06
H -3.06177 2.53273 2.74820 -0.14 0.62 -0.03 0.11
H -1.12078 4.93139 1.03470 0.09 0.14 0.07 0.13
H -2.39432 4.66749 2.19044 -0.27 -0.05 0.09 0.12
H -2.41782 5.69704 -0.61188 0.09 -0.22 -0.28 0.08
H -4.49090 6.79860 0.22676 -0.13 0.10 -0.01 0.07
H -4.26657 5.93549 1.76801 -0.20 0.01 0.09 0.08
H -3.04174 7.08222 1.18890 -0.03 0.16 0.19 0.09
H 0.69282 3.40623 2.58839 0.05 -0.08 0.09 0.10
H -1.03123 1.61118 5.60732 -0.30 0.17 0.16 0.00
H -0.60187 -0.41932 3.10775 -0.27 -0.11 -0.19 0.10
H 1.35277 0.79710 4.81403 0.30 0.08 0.23 0.10
H -1.20245 2.63216 -1.30624 -0.19 0.09 0.40 0.12
H 0.46335 2.37103 -1.74508 0.17 0.09 0.00 0.11
H -0.76642 0.04426 -0.34836 -0.02 -0.13 0.09 0.10
H -1.48754 0.46831 -1.90471 -0.23 -0.26 0.11 0.12
H 1.48166 0.49143 -1.92933 0.11 0.11 -0.07 0.07
H 0.35209 -0.04497 -3.14963 0.03 0.05 -0.16 0.12
H 1.34212 -1.60435 -0.73098 0.38 -0.01 0.02 0.11
H 1.70694 -1.87406 -2.45747 0.40 0.03 0.18 0.10
H -0.81094 -2.28825 -2.73206 -0.12 -0.14 -0.13 0.13
H -0.86119 -2.35672 -0.98530 -0.22 -0.25 0.09 0.09
H 0.94711 -3.97343 -2.82763 0.15 -0.12 -0.07 0.12
H 0.97246 -4.16655 -1.09665 -0.03 -0.15 0.15 0.12
H -1.39961 -4.74816 -2.95204 -0.32 -0.03 0.07 0.09
H -0.24229 -5.95054 -2.46509 -0.02 -0.20 0.05 0.07
H -3.01663 -1.98921 1.93008 -0.25 0.21 0.12 0.12
C 5.92036 -2.51958 -0.32274 0.02 -0.08 -0.04 -0.16
C 6.05971 -1.91428 -1.71742 -0.06 0.10 0.05 -0.16
C 4.83837 -2.48527 -2.42418 0.03 -0.13 -0.01 -0.20
O 3.82847 -2.64806 -1.41980 0.17 0.00 0.03 -0.17
C 4.41126 -2.49220 -0.12479 -0.03 0.08 -0.01 -0.21
H 6.45794 -1.97284 0.45001 0.00 0.02 0.00 0.11
H 6.28076 -3.54969 -0.32401 -0.01 -0.01 0.02 0.12
H 5.99001 -0.82520 -1.66172 0.01 0.00 -0.02 0.11
H 6.99243 -2.16877 -2.21625 0.01 -0.02 0.00 0.12
H 5.05366 -3.46495 -2.86098 0.03 0.02 -0.03 0.12
H 4.45833 -1.83233 -3.21151 -0.06 -0.01 0.02 0.12
H 4.08373 -1.52920 0.29064 0.03 -0.02 0.05 0.11
H 4.05279 -3.28909 0.52780 -0.04 -0.01 -0.02 0.12
```
Positions in Å, forces in eV/Å.

***

Which value of strongest force on any atom does entry 1 give? 6.63 eV/Å